(1)
DFT (ωB97M-V with the def2-TZVPD basis set) results for a molecular structure, C30H66FN3O6Zr.

Output
Gap between HOMO and LUMO ... 6.91 eV
Electronic energy ... -52932.0068 eV

The geometry in ORCA input format:
```
! wB97M-V def2-TZVPD RIJCOSX def2/J DEFGRID3
* xyz 0 1
Zr 0.100 -0.807 0.725
C 3.439 2.477 -1.136
C 2.045 2.821 -0.584
C 1.666 4.294 -0.854
C 1.194 4.634 -2.273
C 0.044 3.704 -2.688
C 0.430 2.251 -2.471
N 0.937 2.028 -1.092
O 0.991 0.667 -0.733
C 1.479 1.804 -3.501
C -0.871 1.442 -2.626
C 2.145 2.678 0.947
H 4.259 2.698 -0.448
H 3.708 3.135 -1.970
H 3.513 1.453 -1.498
H 2.654 4.764 -0.777
H 0.966 4.764 -0.166
H 1.960 4.659 -3.052
H 0.871 5.679 -2.249
H -0.233 3.916 -3.723
H -0.809 4.026 -2.084
H 0.919 1.656 -4.430
H 2.041 0.926 -3.192
H 2.185 2.584 -3.791
H -1.211 1.596 -3.654
H -1.622 1.855 -1.958
H -0.587 0.391 -2.576
H 2.444 1.657 1.184
H 1.196 2.878 1.451
H 2.896 3.338 1.385
C -3.290 2.142 0.555
C -2.676 2.619 1.901
C -3.831 2.983 2.801
C -3.453 3.273 4.227
C -2.837 2.001 4.803
C -1.661 1.453 3.958
N -1.912 1.525 2.523
O -0.941 0.988 1.698
C -1.410 0.009 4.393
C -0.423 2.272 4.440
C -1.794 3.870 1.613
H -3.937 2.929 0.170
H -3.937 1.301 0.818
H -2.489 1.792 -0.090
H -4.584 2.191 2.714
H -4.400 3.811 2.362
H -4.403 3.441 4.739
H -2.762 4.114 4.310
H -3.659 1.279 4.778
H -2.611 2.283 5.832
H -1.713 -0.097 5.438
H -0.359 -0.270 4.340
H -1.999 -0.735 3.856
H -0.299 2.354 5.520
H -0.501 3.325 4.155
H 0.472 1.910 3.928
H -1.208 4.161 2.479
H -2.432 4.675 1.239
H -1.142 3.651 0.764
C -1.558 -4.733 -0.257
C -0.235 -4.730 -1.041
C -0.475 -5.842 -2.148
C 0.490 -5.825 -3.351
C 0.586 -4.387 -3.913
C 1.028 -3.411 -2.820
N 0.020 -3.495 -1.775
O 0.069 -2.380 -0.945
C 0.901 -2.025 -3.494
C 2.512 -3.655 -2.463
C 0.860 -5.162 -0.071
H -1.601 -5.497 0.517
H -2.437 -4.864 -0.894
H -1.753 -3.773 0.230
H -1.487 -5.708 -2.533
H -0.488 -6.874 -1.786
H 0.108 -6.407 -4.192
H 1.484 -6.189 -3.091
H -0.391 -4.102 -4.304
H 1.276 -4.423 -4.759
H 1.197 -1.170 -2.886
H -0.126 -1.892 -3.841
H 1.509 -1.974 -4.402
H 2.715 -4.731 -2.457
H 2.768 -3.306 -1.464
H 3.199 -3.337 -3.249
H 1.739 -5.352 -0.694
H 0.641 -6.091 0.454
H 1.128 -4.387 0.649
F -0.499 -2.318 2.048
C 2.062 -0.841 3.389
O 1.502 -0.027 2.350
H 1.510 -0.593 4.298
H 1.837 -1.898 3.269
H 3.126 -0.697 3.566
H 1.453 0.897 2.628
C 3.474 -1.102 0.158
O 2.284 -1.738 0.634
H 4.343 -1.460 0.713
H 3.601 -1.319 -0.903
H 3.371 -0.029 0.288
H 2.471 -2.639 0.912
C -2.762 -0.881 -1.158
O -2.161 -1.054 0.144
H -3.595 -1.582 -1.261
H -3.249 0.091 -1.237
H -2.080 -1.073 -1.979
H -2.936 -1.229 0.687
*
```

---

(2)
DFT (ωB97M-V with the def2-TZVPD basis set) results for 12 unconnected molecules or ions with the total composition C30H66N4O8S8.

Output
Gap between HOMO and LUMO ... 7.90 eV
Electronic energy ... -141189.6257 eV

The geometry in ORCA input format:
```
! wB97M-V def2-TZVPD RIJCOSX def2/J DEFGRID3
* xyz 0 1
C 3.687 6.108 -4.735
S 4.183 4.569 -5.595
O 2.865 4.086 -6.120
C 5.274 5.397 -6.844
H 2.895 6.591 -5.306
H 4.520 6.812 -4.737
H 3.376 5.892 -3.713
H 5.571 4.747 -7.667
H 6.178 5.884 -6.479
H 4.611 6.090 -7.361
C -2.312 -8.294 3.668
S -2.958 -6.816 4.552
O -3.253 -6.963 6.022
C -1.443 -5.741 4.454
H -1.307 -8.534 4.015
H -2.398 -8.312 2.581
H -2.961 -9.114 3.973
H -1.514 -4.778 4.960
H -1.247 -5.449 3.422
H -0.561 -6.187 4.913
C 2.938 -0.347 -9.657
S 3.937 -1.828 -9.229
O 5.260 -1.908 -10.038
C 4.516 -1.304 -7.509
H 2.078 -0.144 -9.019
H 2.524 -0.399 -10.664
H 3.555 0.541 -9.518
H 5.229 -2.077 -7.224
H 3.727 -1.219 -6.762
H 4.899 -0.283 -7.535
C -5.414 3.155 -1.005
S -6.377 2.293 0.315
O -7.782 2.890 0.012
C -6.064 0.561 -0.406
H -5.531 4.233 -1.113
H -5.501 2.764 -2.019
H -4.402 2.891 -0.698
H -6.862 0.539 -1.149
H -6.193 -0.121 0.435
H -5.132 0.378 -0.941
C 0.305 6.509 2.720
S 1.962 5.937 3.405
O 2.391 4.712 2.559
C 1.251 5.240 5.007
H -0.352 5.661 2.912
H 0.457 6.948 1.733
H -0.149 7.328 3.277
H 0.582 4.396 4.838
H 0.690 6.007 5.541
H 2.188 4.953 5.484
C -6.053 -6.931 -1.088
S -4.965 -5.426 -0.997
O -3.585 -5.923 -0.689
C -5.053 -5.068 -2.857
H -5.638 -7.621 -1.824
H -7.071 -6.594 -1.286
H -6.115 -7.357 -0.087
H -5.854 -4.363 -3.081
H -5.289 -5.986 -3.395
H -4.119 -4.660 -3.241
C -5.171 0.561 7.877
S -5.501 -0.316 6.254
O -4.213 -0.365 5.415
C -5.855 -1.949 6.985
H -4.299 0.178 8.407
H -6.022 0.237 8.477
H -5.128 1.619 7.618
H -6.841 -1.874 7.444
H -5.118 -2.230 7.737
H -5.762 -2.661 6.165
C 4.454 -3.761 0.610
S 3.925 -5.343 -0.157
O 5.052 -5.986 -0.942
C 3.751 -6.487 1.292
H 3.608 -3.384 1.185
H 4.822 -3.188 -0.241
H 5.148 -3.934 1.433
H 4.730 -6.946 1.433
H 3.012 -7.285 1.356
H 3.515 -5.871 2.160
C 6.966 3.814 0.020
C 7.321 3.368 1.334
N 7.623 2.971 2.406
H 7.843 4.053 -0.580
H 6.239 4.614 -0.116
H 6.680 2.976 -0.616
N -1.736 4.794 -5.021
C -2.757 3.953 -5.477
C -3.838 4.780 -5.753
C -3.371 6.106 -5.736
C -2.114 6.137 -5.179
H -0.770 4.509 -4.952
H -2.679 2.877 -5.432
H -4.846 4.526 -6.043
H -3.942 6.970 -6.042
H -1.340 6.864 -4.983
N 4.068 -0.790 6.312
C 3.834 -1.539 7.500
C 2.474 -1.540 7.786
C 1.946 -0.752 6.778
C 2.910 -0.343 5.841
H 4.926 -0.705 5.786
H 4.719 -1.993 7.919
H 1.824 -1.896 8.570
H 0.913 -0.448 6.691
H 2.892 0.314 4.984
N 1.360 0.851 -0.014
C 0.428 0.042 0.576
C 0.003 -0.786 -0.460
C 0.648 -0.355 -1.655
C 1.533 0.697 -1.350
H 1.805 1.619 0.469
H 0.176 0.052 1.627
H -0.760 -1.537 -0.316
H 0.426 -0.747 -2.637
H 2.298 1.162 -1.954
*
```

---

Result set for energy relative to the best compared isomer or geometry (same formula, charge and spin): 1.2643; 3.8089 eV, one per record in the order listed.
Result set for HOMO level: -6.6; -8.0 eV, one per record in the order listed.